Record 1
The following is a quantum chemistry calculation of a 3-piece molecular cluster, C30H68NO9P2 overall, from the OMol25 dataset.

Summary:
DFT total energy   -70702.293 eV
HOMO-LUMO gap   0.3048 Eh
E_HOMO   -11.51 eV
Energy relative to the best compared isomer or geometry (same formula, charge and spin)   0.934 eV
Total charge   +1

The geometry in XYZ format:
```
110
C30H68NO9P2 ωB97M-V/def2-TZVPD
C 7.249 2.343 -0.418
C 7.769 1.104 -1.216
C 6.866 0.761 -2.440
C 7.623 1.078 -3.768
C 6.719 1.706 -4.865
C 6.546 3.231 -4.714
C 5.413 3.659 -3.739
C 5.345 5.217 -3.774
C 4.421 5.801 -2.693
C 2.938 5.828 -3.174
C 1.962 6.017 -1.964
C 0.892 4.880 -2.003
C 1.256 3.683 -1.063
C 1.828 2.477 -1.838
C 0.779 1.677 -2.653
C -0.443 1.348 -1.793
O -1.394 0.463 -2.394
C -1.020 0.007 -3.676
C 0.445 -0.462 -3.804
N 1.413 0.357 -2.998
H 7.307 2.151 0.660
H 6.197 2.547 -0.653
H 7.863 3.212 -0.680
H 8.810 1.258 -1.519
H 7.792 0.258 -0.514
H 6.646 -0.316 -2.391
H 5.897 1.273 -2.407
H 7.994 0.115 -4.151
H 8.518 1.694 -3.620
H 7.278 1.554 -5.804
H 5.776 1.156 -4.989
H 6.252 3.629 -5.698
H 7.457 3.755 -4.402
H 4.463 3.256 -4.132
H 5.609 3.329 -2.713
H 5.048 5.527 -4.783
H 6.375 5.552 -3.580
H 4.529 5.340 -1.704
H 4.704 6.861 -2.580
H 2.816 6.696 -3.832
H 2.762 4.898 -3.731
H 1.479 6.995 -2.024
H 2.527 5.909 -1.030
H -0.050 5.309 -1.639
H 0.795 4.484 -3.021
H 2.050 4.004 -0.374
H 0.393 3.450 -0.431
H 2.288 1.778 -1.119
H 2.608 2.872 -2.507
H 0.530 2.209 -3.577
H -0.981 2.242 -1.462
H -0.086 0.853 -0.868
H -1.640 -0.875 -3.882
H -1.290 0.736 -4.457
H 0.729 -0.437 -4.863
H 0.554 -1.507 -3.492
H 1.591 -0.107 -2.105
H 2.302 0.514 -3.477
O -7.506 -1.749 1.233
P -6.959 -1.047 0.031
O -7.658 -1.829 -1.217
C -9.055 -1.639 -1.459
C -9.335 -0.307 -2.132
O -5.458 -1.730 -0.018
C -4.874 -2.281 1.165
C -5.047 -3.786 1.201
O -6.424 0.179 -0.944
C -5.517 1.156 -0.394
C -4.077 0.799 -0.723
H -9.613 -1.729 -0.523
H -9.371 -2.453 -2.111
H -9.114 0.525 -1.460
H -10.383 -0.238 -2.426
H -8.709 -0.184 -3.016
H -5.286 -1.812 2.058
H -3.807 -2.038 1.143
H -6.086 -4.083 1.060
H -4.693 -4.190 2.151
H -4.475 -4.250 0.395
H -5.666 1.265 0.682
H -5.769 2.109 -0.861
H -3.666 0.112 0.016
H -3.449 1.693 -0.709
H -4.001 0.319 -1.696
O -2.573 -6.012 4.971
P -1.742 -5.430 6.073
O -2.336 -6.140 7.414
C -2.074 -7.527 7.640
C -0.660 -7.759 8.142
O -2.461 -3.953 6.201
C -3.179 -3.393 5.103
C -4.669 -3.613 5.268
O -0.419 -4.850 6.876
C 0.454 -3.922 6.196
C 0.108 -2.485 6.548
H -2.264 -8.098 6.727
H -2.789 -7.860 8.392
H 0.073 -7.520 7.368
H -0.522 -8.802 8.433
H -0.446 -7.119 8.998
H -2.820 -3.795 4.154
H -2.969 -2.319 5.091
H -4.911 -4.660 5.449
H -5.208 -3.277 4.381
H -5.038 -3.052 6.128
H 0.425 -4.085 5.116
H 1.465 -4.144 6.538
H -0.679 -2.101 5.900
H 0.977 -1.839 6.409
H -0.243 -2.404 7.575
```



Record 2
The following is a quantum chemistry calculation of a 3-piece molecular cluster, C30H69Cl4N2O3PSi2 overall, from the OMol25 dataset.

Summary:
DFT total energy   -116492.377 eV
HOMO-LUMO gap   0.3128 Eh
Structure (SMILES)   CCCCCCCCCCCC[Si@@](Cl)(O[Si@@H](OCCC)P(O)Cl)[C@H](Cl)[C@H](C)Cl.CCN(CC)CC.CCN(CC)CC
E_HOMO   -8.02 eV
Energy relative to the best compared isomer or geometry (same formula, charge and spin)   0.000 eV
Total charge   0

The geometry in XYZ format:
```
111
C30H69Cl4N2O3PSi2 ωB97M-V/def2-TZVPD
C -4.291 -0.365 4.662
C -5.179 -1.134 5.642
C -5.389 -2.607 5.283
C -5.744 -2.917 3.820
C -6.846 -2.040 3.204
C -6.760 -1.835 1.681
C -5.372 -1.455 1.134
C -5.351 -0.200 0.247
C -4.025 0.581 0.332
C -3.472 1.031 -1.029
C -2.714 2.374 -1.013
C -1.411 2.353 -1.833
Si 0.089 1.567 -1.059
Cl -0.429 0.772 0.770
O 0.650 0.397 -2.066
Si 1.007 -1.197 -1.831
O -0.233 -2.155 -2.287
C -1.043 -2.868 -1.340
C -2.289 -3.397 -2.042
C -2.791 -4.695 -1.401
P 2.825 -1.487 -3.198
O 3.953 -1.669 -2.002
Cl 2.480 -3.466 -3.695
C 1.425 2.901 -0.854
Cl 2.140 3.071 -2.501
C 2.568 2.791 0.171
C 2.891 1.406 0.709
Cl 2.228 3.902 1.545
H -4.846 -0.052 3.775
H -3.904 0.546 5.125
H -3.439 -0.964 4.326
H -4.751 -1.072 6.646
H -6.150 -0.633 5.705
H -6.150 -3.039 5.942
H -4.457 -3.137 5.516
H -4.834 -2.913 3.215
H -6.103 -3.952 3.799
H -6.905 -1.065 3.693
H -7.805 -2.529 3.406
H -7.449 -1.021 1.431
H -7.157 -2.716 1.166
H -4.977 -2.286 0.549
H -4.668 -1.310 1.957
H -6.174 0.452 0.555
H -5.525 -0.497 -0.793
H -4.181 1.478 0.939
H -3.278 -0.035 0.840
H -2.831 0.249 -1.456
H -4.318 1.129 -1.719
H -3.362 3.132 -1.462
H -2.535 2.696 0.016
H -1.597 1.837 -2.781
H -1.123 3.378 -2.096
H 1.406 -1.477 -0.434
H -1.325 -2.205 -0.513
H -0.461 -3.698 -0.927
H -2.020 -3.557 -3.089
H -3.071 -2.633 -2.006
H -3.873 -4.797 -1.477
H -2.549 -4.717 -0.333
H -2.318 -5.566 -1.858
H 3.993 -2.570 -1.655
H 0.885 3.835 -0.689
H 3.464 3.192 -0.302
H 3.867 1.430 1.196
H 2.956 0.686 -0.113
H 2.169 1.078 1.453
C 8.392 -7.440 -6.111
C 7.767 -6.054 -6.151
N 6.362 -6.073 -6.519
C 5.829 -4.760 -6.839
C 5.767 -3.716 -5.718
C 5.510 -6.923 -5.703
C 5.456 -6.653 -4.193
H 8.235 -7.960 -7.056
H 9.465 -7.355 -5.938
H 7.981 -8.054 -5.308
H 8.284 -5.456 -6.907
H 7.953 -5.555 -5.186
H 4.826 -4.902 -7.251
H 6.434 -4.358 -7.658
H 4.976 -3.938 -5.005
H 5.557 -2.732 -6.142
H 6.711 -3.645 -5.176
H 5.824 -7.958 -5.854
H 4.501 -6.864 -6.119
H 6.452 -6.493 -3.776
H 5.023 -7.515 -3.682
H 4.843 -5.787 -3.947
C 2.712 8.335 5.300
C 1.867 7.434 4.413
N 0.442 7.553 4.674
C -0.346 6.506 4.048
C -0.382 6.446 2.516
C -0.103 8.898 4.593
C 0.066 9.664 3.275
H 2.484 8.161 6.353
H 3.769 8.124 5.137
H 2.554 9.392 5.084
H 2.139 6.393 4.606
H 2.130 7.628 3.360
H -1.368 6.580 4.430
H 0.042 5.551 4.418
H -1.001 7.233 2.086
H -0.802 5.490 2.199
H 0.617 6.521 2.085
H 0.348 9.490 5.393
H -1.164 8.833 4.846
H 1.079 9.570 2.880
H -0.122 10.727 3.441
H -0.629 9.328 2.506
```